An isolated molecule of C2H3NS2. Source: the OMol25 dataset; level of theory: wB97M-V/def2-TZVPD.

Values from the calculation:
HOMO energy (spin up / spin down) ... -8.43 / -8.38 eV
Gap between HOMO and LUMO (spin up / spin down) ... 7.2 / 7.1 eV
LUMO energy (spin up / spin down) ... -1.25 / -1.33 eV
Relative energy (zero: lowest compared OMol25 entry of this formula, charge and spin) ... 59.19 kcal/mol
M ... 105.19 g/mol

The geometry in ORCA input format:
```
! wB97M-V def2-TZVPD RIJCOSX def2/J DEFGRID3
* xyz 0 1
C -0.975 -1.011 -0.457
C 0.475 1.321 0.495
N 0.148 -1.563 -0.561
S -1.160 0.732 0.097
S 1.642 -1.049 -0.360
H -2.042 -1.419 -0.547
H 1.095 2.040 -0.146
H 0.817 0.949 1.479
*
```

Atom charges from the Mulliken analysis, given in e for atoms 1 to 6: number 1, C, carries 0.1448; number 2, C, carries -0.7517; number 3, N, carries -0.2867; number 4, S, carries -0.0823; number 5, S, carries -0.0496; number 6, H, carries 0.2763

An isolated molecule of C2H3NS2. Source: the OMol25 dataset; level of theory: wB97M-V/def2-TZVPD.

Values from the calculation:
HOMO energy (spin up / spin down) ... -8.25 / -8.25 eV
Gap between HOMO and LUMO (spin up / spin down) ... 5.9 / 5.9 eV
LUMO energy (spin up / spin down) ... -2.35 / -2.35 eV
Relative energy (zero: lowest compared OMol25 entry of this formula, charge and spin) ... 70.22 kcal/mol
M ... 105.19 g/mol

The geometry in ORCA input format:
```
! wB97M-V def2-TZVPD RIJCOSX def2/J DEFGRID3
* xyz 0 1
C 0.634 -0.894 0.292
C 0.302 0.566 -0.142
N -0.192 -1.741 0.491
S -1.235 1.099 0.542
S -2.439 -0.055 -0.503
H 1.680 -0.914 0.209
H 1.109 1.215 0.371
H 0.142 0.723 -1.259
*
```

Atom charges from the Mulliken analysis, given in e for atoms 1 to 6: number 1, C, carries 0.2169; number 2, C, carries -0.6363; number 3, N, carries -0.4774; number 4, S, carries 0.0735; number 5, S, carries -0.1658; number 6, H, carries 0.3594

An isolated molecule of C2H3NS3. Source: the OMol25 dataset; level of theory: wB97M-V/def2-TZVPD.

Values from the calculation:
HOMO energy ... -7.99 eV
Gap between HOMO and LUMO ... 7.3 eV
LUMO energy ... -0.72 eV
Relative energy (zero: lowest compared OMol25 entry of this formula, charge and spin) ... 42.33 kcal/mol
M ... 137.25 g/mol
SMILES ... S=CN(S)C=S

The geometry in ORCA input format:
```
! wB97M-V def2-TZVPD RIJCOSX def2/J DEFGRID3
* xyz 0 1
S 1.966 1.673 -0.140
C 0.386 1.249 0.028
N -0.154 -0.053 -0.018
S -1.852 0.090 -0.202
C 0.447 -1.330 -0.136
S 2.005 -1.480 -0.088
H -0.443 1.969 -0.159
H -2.066 -0.092 1.075
H -0.288 -2.026 -0.359
*
```

Atom charges from the Mulliken analysis, given in e for atoms 1 to 6: number 1, S, carries -0.2297; number 2, C, carries -0.0537; number 3, N, carries -0.1191; number 4, S, carries -0.1449; number 5, C, carries -0.0165; number 6, S, carries -0.2780

A cluster of 2 separate species, C2H3O2 in total. Source: the OMol25 dataset; level of theory: wB97M-V/def2-TZVPD.

Values from the calculation:
HOMO energy ... -15.57 eV
Gap between HOMO and LUMO ... 8.9 eV
LUMO energy ... -6.67 eV
Relative energy (zero: lowest compared OMol25 entry of this formula, charge and spin) ... 24.51 kcal/mol
M ... 59.04 g/mol

The geometry in ORCA input format:
```
! wB97M-V def2-TZVPD RIJCOSX def2/J DEFGRID3
* xyz 1 1
C 1.885 -0.673 -1.419
C -0.535 -0.071 0.817
O 2.734 -0.205 -0.874
O -0.304 -0.437 -0.338
H 1.049 -1.217 -1.737
H -1.488 0.364 1.052
H 0.250 0.035 1.738
*
```

Atom charges from the Mulliken analysis, given in e for atoms 1 to 6: number 1, C, carries 0.4664; number 2, C, carries 0.0263; number 3, O, carries 0.0488; number 4, O, carries -0.4817; number 5, H, carries 0.4522; number 6, H, carries 0.2817

| no. | DFT total energy (eV) |
| --- | --- |
| 1 | -25280.003 |
| 2 | -25279.525 |
| 3 | -36116.290 |
| 4 | -6206.840 |